1.
The following is a DFT calculation (the ωB97M-V functional and the def2-TZVPD basis) of CH4NOPS as an isolated structure at a distorted geometry.

CARTESIAN COORDINATES (ANGSTROEM)
H (0.534, 1.198, -1.120)
H (1.196, -1.944, -0.262)
N (0.997, -0.982, -1.186)
O (-1.330, -0.233, -0.754)
P (1.037, 0.322, -0.096)
S (-0.594, -1.394, -1.628)
H (-0.767, -1.079, 0.990)
H (-1.080, 0.629, 1.118)
C (-0.750, -0.133, 0.476)

For the HOMO energy, the calculation gives -8.43 eV. The calculation puts the LUMO energy at 0.015 hartree. For the energy relative to the best compared isomer or geometry (same formula, charge and spin), the calculation gives 220.6 kJ/mol. The value obtained for the strongest force on any atom is 6.6 eV Å⁻¹. As for the spin multiplicity: 1.

2.
The following is a DFT calculation (the ωB97M-V functional and the def2-TZVPD basis) of a 2-piece molecular cluster, CH4NOS overall at a distorted geometry.

CARTESIAN COORDINATES (ANGSTROEM)
H (-1.033, -0.021, -1.496)
C (-1.107, -0.781, -0.702)
H (2.041, 3.156, 0.490)
H (-0.228, -1.536, 1.045)
O (-1.950, -1.662, -0.830)
S (1.884, 1.918, 0.862)
H (0.508, -0.173, 0.392)
N (-0.116, -0.902, 0.240)

For the HOMO energy, the calculation gives -2.93 eV. The calculation puts the LUMO energy at 0.150 hartree. For the energy relative to the best compared isomer or geometry (same formula, charge and spin), the calculation gives 33.1 kJ/mol. The total charge is -1. The value obtained for the strongest force on any atom is 2.5 eV Å⁻¹. As for the spin multiplicity: 1.

3.
The following is a DFT calculation (the ωB97M-V functional and the def2-TZVPD basis) of CH4O2 as an isolated structure at a distorted geometry.

CARTESIAN COORDINATES (ANGSTROEM)
O (0.414, 0.686, 0.177)
H (-0.828, -0.546, -0.856)
C (-0.766, -0.001, 0.132)
O (1.588, -0.423, -0.483)
H (2.113, 0.389, -0.537)
H (-0.946, -0.751, 0.989)
H (-1.576, 0.645, 0.578)

For the HOMO energy (alpha / beta), the calculation gives -10.33 / -10.34 eV. The calculation puts the LUMO energy (alpha / beta) at -0.028 / -0.028 hartree. For the energy relative to the best compared isomer or geometry (same formula, charge and spin), the calculation gives 360.7 kJ/mol. The value obtained for the strongest force on any atom is 4.4 eV Å⁻¹. As for the spin multiplicity: 1.

4.
The following is a DFT calculation (the ωB97M-V functional and the def2-TZVPD basis) of CH4O2S2 as an isolated structure at a distorted geometry.

CARTESIAN COORDINATES (ANGSTROEM)
S (0.868, -0.695, 0.574)
S (2.414, 1.027, -0.596)
H (1.069, -0.974, -0.755)
H (-2.270, -1.361, 0.403)
C (-1.935, -0.315, 0.063)
O (-1.335, 0.477, 0.992)
H (-0.332, 0.429, 1.388)
H (3.599, 1.492, -0.979)
O (-2.078, -0.079, -1.090)

For the HOMO energy, the calculation gives -10.14 eV. The calculation puts the LUMO energy at -0.133 hartree. For the energy relative to the best compared isomer or geometry (same formula, charge and spin), the calculation gives 468.9 kJ/mol. The value obtained for the strongest force on any atom is 5.1 eV Å⁻¹. As for the spin multiplicity: 1.

5.
The following is a DFT calculation (the ωB97M-V functional and the def2-TZVPD basis) of CH4O2S3 as an isolated structure at a distorted geometry.

CARTESIAN COORDINATES (ANGSTROEM)
S (-2.643, -0.355, 0.676)
O (-1.487, -1.391, -0.149)
C (1.016, -0.975, 0.264)
O (0.492, 2.002, -0.480)
H (0.553, -1.689, 0.932)
H (1.378, 0.046, 0.602)
H (0.407, 2.770, -1.079)
S (-0.364, -0.318, -0.695)
S (-1.155, 1.296, 0.282)
H (1.803, -1.385, -0.354)

For the HOMO energy, the calculation gives -8.11 eV. The calculation puts the LUMO energy at -0.034 hartree. For the energy relative to the best compared isomer or geometry (same formula, charge and spin), the calculation gives 229.5 kJ/mol. The value obtained for the strongest force on any atom is 2.5 eV Å⁻¹. As for the spin multiplicity: 1.

6.
The following is a DFT calculation (the ωB97M-V functional and the def2-TZVPD basis) of a 2-piece molecular cluster, CH4O3 overall at a distorted geometry.

CARTESIAN COORDINATES (ANGSTROEM)
H (2.515, 0.218, -0.391)
H (-2.571, 0.364, 0.296)
O (-1.310, -1.119, 0.048)
O (1.926, -0.271, 0.151)
O (-0.727, 1.023, 0.197)
C (-1.579, 0.052, 0.178)
H (1.642, -0.921, -0.520)
H (0.104, 0.655, 0.040)

For the HOMO energy, the calculation gives -10.66 eV. The calculation puts the LUMO energy at 0.020 hartree. For the energy relative to the best compared isomer or geometry (same formula, charge and spin), the calculation gives 28.8 kJ/mol. The structure (SMILES) is O=CO.O. The value obtained for the strongest force on any atom is 3.3 eV Å⁻¹. As for the spin multiplicity: 1.

7.
The following is a DFT calculation (the ωB97M-V functional and the def2-TZVPD basis) of a 2-piece molecular cluster, CH4O3 overall at a distorted geometry.

CARTESIAN COORDINATES (ANGSTROEM)
O (-0.127, 0.209, 1.243)
C (0.978, 0.469, 0.429)
O (-1.724, -0.367, -0.936)
H (1.566, 1.295, 0.742)
O (1.501, -0.224, -0.438)
H (-2.420, -0.967, -1.327)
H (-1.203, -0.067, -1.721)
H (-1.012, -0.023, 0.788)

For the HOMO energy, the calculation gives -10.57 eV. The calculation puts the LUMO energy at 0.016 hartree. For the energy relative to the best compared isomer or geometry (same formula, charge and spin), the calculation gives 75.3 kJ/mol. The structure (SMILES) is O=CO.O. The value obtained for the strongest force on any atom is 2.9 eV Å⁻¹. As for the spin multiplicity: 1.

8.
The following is a DFT calculation (the ωB97M-V functional and the def2-TZVPD basis) of a 2-piece molecular cluster, CH4O3 overall at a distorted geometry.

CARTESIAN COORDINATES (ANGSTROEM)
O (1.217, 0.716, 0.792)
O (0.012, -0.994, -1.497)
O (-1.245, -0.813, 0.266)
H (-1.525, 0.347, -1.337)
H (-0.532, -1.269, 0.632)
H (0.766, 1.517, 1.041)
C (-0.859, -0.468, -0.901)
H (2.165, 0.963, 1.002)

For the HOMO energy, the calculation gives -10.50 eV. The calculation puts the LUMO energy at 0.021 hartree. For the energy relative to the best compared isomer or geometry (same formula, charge and spin), the calculation gives 57.2 kJ/mol. The structure (SMILES) is O=CO.O. The value obtained for the strongest force on any atom is 3.7 eV Å⁻¹. As for the spin multiplicity: 1.

9.
The following is a DFT calculation (the ωB97M-V functional and the def2-TZVPD basis) of one molecule with the formula CH4O3 at a distorted geometry.

CARTESIAN COORDINATES (ANGSTROEM)
H (1.220, 0.819, 0.822)
C (-0.163, 0.041, -0.368)
H (-1.511, 0.394, 0.936)
H (1.269, -1.102, 0.019)
O (0.733, 1.041, 0.050)
H (-0.340, -0.081, -1.484)
O (-1.492, 0.123, -0.005)
O (0.284, -1.236, 0.030)

For the HOMO energy, the calculation gives -11.03 eV. The calculation puts the LUMO energy at 0.018 hartree. For the energy relative to the best compared isomer or geometry (same formula, charge and spin), the calculation gives 93.5 kJ/mol. The structure (SMILES) is OC(O)O. The value obtained for the strongest force on any atom is 3.0 eV Å⁻¹. As for the spin multiplicity: 1.

10.
The following is a DFT calculation (the ωB97M-V functional and the def2-TZVPD basis) of a 2-piece molecular cluster, CH4O3 overall at a distorted geometry.

CARTESIAN COORDINATES (ANGSTROEM)
H (0.435, -0.362, 1.552)
O (-0.387, 1.250, 0.282)
H (1.016, 1.365, -1.603)
C (-0.408, 0.505, -0.701)
H (0.092, -1.885, 1.132)
O (-0.099, -1.145, 1.720)
H (-0.962, -0.431, -0.630)
O (0.312, 0.702, -1.752)

The expectation value of S² is 0.757. For the HOMO energy (alpha / beta), the calculation gives -17.80 / -16.65 eV. The calculation puts the LUMO energy (alpha / beta) at -0.220 / -0.410 hartree. For the energy relative to the best compared isomer or geometry (same formula, charge and spin), the calculation gives 58.4 kJ/mol. The total charge is +1. The value obtained for the strongest force on any atom is 1.3 eV Å⁻¹. As for the spin multiplicity: 2.

Q: What is the spin multiplicity in the first record?
A: 1

Q: Look up the spin multiplicity of the third one.
A: 1